No. 1
Density functional theory data (wB97M-V/def2-TZVPD) for a cluster of 3 separate species, C28H48Cl2N2O7 in total.

Last column: Löwdin charge in e.
Cartesian coordinates (Å):
C1 7.12450 -2.05093 1.83674  0.007
C2 6.36730 -2.25170 0.42075  -0.406
O1 5.88485 -3.37741 0.14568  0.053
O2 6.31482 -1.10673 -0.42135  -0.075
C3 4.95397 -0.53244 -0.43030  -0.133
C4 4.86317 0.67480 0.62387  -0.058
C5 3.39679 0.82104 1.31389  -0.173
O3 3.75981 1.54612 2.55223  -0.011
C6 3.71588 0.54244 3.59025  -0.372
O4 4.54473 0.27370 4.46738  0.144
O5 2.45254 -0.11424 3.29408  -0.011
C7 2.69026 -0.50642 1.88900  -0.209
C8 1.31470 -1.03279 1.28785  -0.504
Cl1 -0.22029 -0.03757 1.41953  0.620
C9 1.23021 -2.31305 0.66388  -0.588
C10 2.48667 -3.31719 0.50058  -0.106
Cl2 -0.36139 -2.94840 -0.03769  0.536
H1 6.63600 -1.22325 2.45667  0.075
H2 7.27681 -3.03055 2.39495  0.092
H3 8.17710 -1.66412 1.56443  0.098
H4 4.83499 -0.07784 -1.48492  0.138
H5 4.17487 -1.34385 -0.25081  0.099
H6 5.10181 1.64661 0.07738  0.133
H7 5.63354 0.48331 1.44493  0.119
H8 2.76987 1.53952 0.66193  0.160
H9 3.57092 -1.22806 2.00292  0.153
H10 2.12329 -4.40550 0.61554  0.092
H11 2.96914 -3.11243 -0.51524  0.082
H12 3.28825 -3.16240 1.29507  0.072
C11 1.76733 0.61190 -5.38937  -0.038
C12 1.41620 0.68412 -3.88197  -0.478
C13 -0.11727 0.74839 -3.70564  -0.130
C14 -0.71409 2.10685 -4.06127  -0.180
C15 0.00434 3.22714 -3.31697  -0.134
C16 1.53620 3.19543 -3.50151  -0.483
N1 2.11531 1.84104 -3.25370  -0.038
O6 2.11875 1.62934 -1.91022  -0.045
C17 1.89878 3.67371 -4.92827  -0.041
C18 2.16115 4.28122 -2.58749  -0.044
C19 1.91047 -0.67051 -3.31744  -0.044
H13 1.05531 1.14547 -6.02058  0.067
H14 2.76902 1.00519 -5.58547  0.089
H15 1.76830 -0.41919 -5.75663  0.083
H16 -0.38349 0.51931 -2.66617  0.124
H17 -0.59607 -0.02467 -4.31672  0.128
H18 -0.67036 2.27700 -5.14127  0.102
H19 -1.77657 2.11898 -3.79693  0.117
H20 -0.39288 4.19134 -3.65056  0.125
H21 -0.24480 3.14884 -2.25171  0.125
H22 2.97166 3.57127 -5.11577  0.092
H23 1.64666 4.72972 -5.05890  0.087
H24 1.36282 3.14822 -5.71593  0.058
H25 1.89279 4.15395 -1.53613  0.075
H26 1.81353 5.27789 -2.87490  0.085
H27 3.25338 4.28010 -2.66579  0.088
H28 2.99655 -0.76798 -3.41606  0.086
H29 1.45309 -1.50618 -3.85485  0.088
H30 1.64812 -0.81060 -2.26418  0.064
C20 -7.23088 -1.27260 3.35506  -0.042
C21 -6.31399 -1.36235 2.10922  -0.480
C22 -5.42554 -2.62289 2.20039  -0.137
C23 -4.28915 -2.49516 3.20963  -0.181
C24 -3.47635 -1.22903 2.95972  -0.144
C25 -4.34384 0.04577 2.89331  -0.480
N2 -5.51645 -0.10387 1.97929  -0.047
O7 -5.05420 -0.03481 0.70196  -0.022
C26 -4.82453 0.42074 4.31607  -0.042
C27 -3.43437 1.23628 2.49418  -0.057
C28 -7.30390 -1.55883 0.93060  -0.050
H31 -6.77292 -1.68735 4.25425  0.065
H32 -7.52627 -0.23956 3.55983  0.089
H33 -8.16090 -1.83282 3.21552  0.081
H34 -4.98820 -2.84235 1.21844  0.123
H35 -6.03792 -3.49391 2.45918  0.125
H36 -4.67938 -2.50113 4.23189  0.102
H37 -3.63289 -3.36842 3.13195  0.114
H38 -2.72108 -1.12789 3.74604  0.125
H39 -2.92203 -1.35266 2.02149  0.099
H40 -5.51792 1.26635 4.28591  0.091
H41 -3.98030 0.71654 4.94517  0.087
H42 -5.30746 -0.39812 4.84540  0.057
H43 -2.91324 1.07118 1.54811  0.048
H44 -2.65791 1.40291 3.24700  0.082
H45 -4.01235 2.16244 2.41033  0.090
H46 -7.95970 -0.68996 0.81732  0.090
H47 -7.93826 -2.43404 1.09895  0.083
H48 -6.79743 -1.73247 -0.02307  0.076

Multiplicity ... 3
E ... -72164.623 eV
Highest occupied orbital energy (spin up / spin down) ... -8.85 / -9.50 eV
Frontier orbital gap (spin up / spin down) ... 0.34082 / 0.33150 Ha

***

No. 2
Density functional theory data (wB97M-V/def2-TZVPD) for a structure of composition C28H31IN6O6S6Sn.

Last column: Löwdin charge in e.
Cartesian coordinates (Å):
Sn1 -0.35981 0.12689 -0.66267  1.175
C1 3.48093 0.94115 1.56823  -0.556
C2 2.66107 1.61094 2.66589  -0.529
S1 1.02885 2.13214 2.07395  0.813
C3 0.10692 2.11077 3.63230  -0.539
C4 -1.39383 1.99921 3.38695  -0.537
S2 -1.93844 0.48871 2.55570  0.837
C5 -1.57695 -0.74452 3.83452  -0.516
C6 -1.31761 -2.12786 3.24526  -0.541
S3 0.03350 -2.27522 2.05466  0.851
C7 1.41387 -1.64456 3.04291  -0.519
C8 2.73322 -1.69418 2.27524  -0.503
S4 2.83633 -0.58537 0.84542  0.813
H1 4.48575 0.75214 1.95612  0.074
H2 3.57955 1.60955 0.70901  0.038
H3 3.21348 2.47645 3.04023  0.073
H4 2.51921 0.92416 3.50251  0.058
H5 0.30970 3.02063 4.20346  0.075
H6 0.45858 1.26586 4.22840  0.050
H7 -1.73067 2.81097 2.73633  0.054
H8 -1.92469 2.11000 4.33589  0.078
H9 -2.43008 -0.81574 4.51304  0.077
H10 -0.71540 -0.41249 4.41480  0.053
H11 -2.20353 -2.47311 2.70907  0.028
H12 -1.14216 -2.82402 4.07031  0.075
H13 1.50338 -2.25865 3.94463  0.088
H14 1.18624 -0.61874 3.33404  0.024
H15 2.93414 -2.70096 1.89843  0.042
H16 3.55849 -1.45722 2.95176  0.086
O1 -2.15651 2.09160 -3.54557  0.026
C9 -1.02143 1.66291 -3.34675  -0.615
O2 -0.77947 0.54511 -2.74236  -0.262
C10 0.16538 2.39806 -3.91265  -0.162
C11 0.04621 2.82457 -5.23366  -0.047
C12 1.09392 3.44415 -5.89196  -0.115
C13 2.28240 3.65683 -5.20226  -0.118
C14 2.39903 3.26868 -3.88042  -0.144
C15 1.35016 2.63825 -3.19392  -0.608
S5 1.56666 2.28076 -1.48184  0.514
H17 -0.89839 2.65273 -5.73515  0.110
H18 0.98820 3.75488 -6.92415  0.086
H19 3.12108 4.13644 -5.69474  0.089
H20 3.31639 3.45568 -3.33599  0.084
I1 -4.73524 5.03890 0.93700  0.810
C16 -3.08769 3.99009 0.28131  -0.777
C17 -1.87684 4.51543 -0.12468  -0.148
N1 -1.10567 3.47348 -0.45010  -0.015
N2 -1.73878 2.31059 -0.28908  -0.039
C18 -2.95317 2.60003 0.15545  -0.220
H21 -1.53002 5.53139 -0.19977  0.115
H22 -0.12556 3.41209 -0.79154  0.013
H23 -3.66473 1.82006 0.37376  0.102
N3 -0.23904 -2.13163 -2.05407  0.024
C19 0.77480 -3.00139 -1.58321  -0.345
C20 0.45361 -4.12049 -0.82408  -0.068
C21 1.45722 -4.87726 -0.24038  -0.070
C22 2.79072 -4.53538 -0.41602  -0.278
C23 3.11142 -3.44136 -1.20714  -0.078
C24 2.11143 -2.67292 -1.78611  -0.064
S6 4.07302 -5.41087 0.48072  0.402
O3 5.26670 -5.28413 -0.34438  -0.378
O4 4.15393 -4.68118 1.74671  -0.380
O5 3.57429 -6.77178 0.62280  -0.379
H24 -0.05947 -1.68215 -2.94224  0.084
H25 -1.17298 -2.51676 -2.02696  0.094
H26 -0.58843 -4.37015 -0.65406  0.110
H27 1.21704 -5.73812 0.37024  0.112
H28 4.15353 -3.18352 -1.34276  0.111
H29 2.36501 -1.78893 -2.36244  0.114
N4 -3.93385 0.24269 -2.08386  0.203
C25 -3.70364 -0.49930 -0.98522  -0.527
O6 -2.53447 -0.63761 -0.52268  -0.231
C26 -4.81282 -1.12000 -0.32925  -0.219
C27 -4.59964 -1.87971 0.83983  -0.236
N5 -4.42509 -2.50038 1.80018  0.123
C28 -6.12156 -0.97055 -0.83024  -0.276
N6 -7.19735 -0.84649 -1.24112  0.093
H30 -3.19902 0.78696 -2.53257  0.063
H31 -4.88132 0.38274 -2.38899  0.095

Multiplicity ... 1
E ... -129714.662 eV
Net charge ... -2
Energy above the lowest of the compared OMol25 structures with the same formula, charge and spin ... 0.0 kJ/mol
Highest occupied orbital energy ... -3.09 eV
Frontier orbital gap ... 0.22835 Ha

***

No. 3
Density functional theory data (wB97M-V/def2-TZVPD) for an isolated molecule of C5H12O.

Last column: Löwdin charge in e.
Cartesian coordinates (Å):
C1 -1.87857 -0.11618 -1.19518  -0.063
C2 -0.47391 -0.52579 -0.78990  -0.240
O1 -0.05767 0.01013 0.47658  -0.331
C3 1.66738 0.00114 0.76742  -0.083
C4 2.10568 1.23305 0.01142  -0.214
C5 -0.71669 -0.55156 1.61929  -0.052
H1 -1.97098 0.97308 -1.22700  0.086
H2 -2.64531 -0.51459 -0.52279  0.075
H3 -2.07977 -0.50955 -2.19921  0.084
H4 -0.37705 -1.61835 -0.74119  0.128
H5 0.25377 -0.14108 -1.50849  0.116
H6 1.87508 -0.87028 0.11118  0.032
H7 3.20300 1.21953 0.09784  0.072
H8 1.76529 2.15786 0.49281  0.059
H9 1.88051 1.30694 -1.07080  0.052
H10 -0.91734 -1.61529 1.44452  0.102
H11 -1.64765 -0.00986 1.81619  0.097
H12 0.01422 -0.42920 2.41732  0.080

Multiplicity ... 1
E ... -7422.744 eV
Energy above the lowest of the compared OMol25 structures with the same formula, charge and spin ... 440.7 kJ/mol
Highest occupied orbital energy ... -7.10 eV
Frontier orbital gap ... 0.29485 Ha